Entry 1:
16
Properties=species:S:1:pos:R:3:forces:R:3 method="wB97M-V/def2-TZVPD" largest_force_ev_per_a=3.1 e_lumo_ev=1.02 e_tot_ha=-417.09559 e_above_lowest_kj_mol=421.0 multiplicity=1 gap_ev=9.98
N -0.7725 1.3725 -2.4252 0.522 1.269 -2.445
N -0.4399 0.6338 -1.3181 -0.247 -1.063 2.925
C -0.8259 1.2652 -0.2769 0.429 -0.458 0.016
O -0.6980 0.9335 0.9922 0.625 -0.321 0.490
C 0.0299 -0.1586 1.5701 -0.269 -0.282 -1.140
C -0.1955 -1.6084 1.1963 0.484 0.352 -0.619
C 1.1839 -0.9601 0.9959 -1.698 0.808 -0.834
O 1.7583 -0.7486 -0.2522 -0.354 -0.026 -0.226
H 0.1097 1.8662 -2.6273 -0.764 -0.115 -0.682
H -0.9627 0.7296 -3.2032 0.332 0.378 0.404
H -1.2827 2.2401 -0.3133 -0.446 0.222 -0.414
H 0.0714 0.0793 2.6156 0.064 -0.137 0.260
H -0.4128 -2.2620 2.0363 0.164 -0.210 -0.376
H -0.6064 -1.8569 0.2062 -0.258 0.285 0.737
H 1.9221 -1.2038 1.6781 1.381 -0.346 1.316
H 1.1210 -0.3219 -0.8745 0.035 -0.357 0.588



Entry 2:
16
Properties=species:S:1:pos:R:3:forces:R:3 method="wB97M-V/def2-TZVPD" largest_force_ev_per_a=1.3 e_lumo_ev=0.82 e_tot_ha=-417.12736 e_above_lowest_kj_mol=337.6 multiplicity=1 gap_ev=8.75
C -1.0189 -1.0540 -1.0725 -0.042 -0.070 0.138
C -0.8053 -0.4315 0.2824 0.580 0.630 -0.506
O -1.9817 0.1158 0.7520 0.157 0.013 0.007
C 0.1708 -0.9170 1.2071 0.527 0.351 -0.059
N 1.3771 -0.5679 0.7887 -0.146 -0.318 0.346
C 1.0233 0.4867 -0.0236 -1.228 -0.261 -0.206
N 0.7074 1.7455 0.5627 0.113 -0.087 0.101
O 1.6731 0.6080 -1.2246 0.096 0.023 0.181
H -1.2521 -0.2983 -1.8244 0.017 0.016 0.061
H -1.8716 -1.7380 -1.0131 0.053 -0.025 -0.039
H -0.1395 -1.6078 -1.3916 -0.018 -0.018 0.021
H -1.7659 0.7000 1.4896 -0.009 -0.044 -0.039
H -0.0207 -1.3796 2.1727 0.048 -0.122 -0.016
H 0.1861 2.3184 -0.0916 0.033 -0.062 -0.008
H 1.5720 2.2386 0.7809 -0.053 -0.012 -0.013
H 2.1459 -0.2188 -1.3947 -0.128 -0.016 0.031



Entry 3:
16
Properties=species:S:1:pos:R:3:forces:R:3 method="wB97M-V/def2-TZVPD" largest_force_ev_per_a=5.6 e_lumo_ev=-0.57 e_tot_ha=-417.00670 e_above_lowest_kj_mol=654.4 multiplicity=1 gap_ev=8.34
C 1.3685 1.8840 0.5679 0.264 -1.028 -0.829
C 1.2227 0.5963 0.1872 -5.438 0.907 0.887
N -0.2235 -0.0810 0.2000 3.460 3.364 -2.509
C -0.7094 -0.3552 -1.1683 -0.902 -0.487 -0.102
C -0.5002 -1.0006 1.2348 -0.234 -1.237 0.311
N 2.3023 -0.1993 -0.2708 3.427 0.790 3.504
O 2.1475 -1.0392 -1.0876 -0.280 -1.039 -1.400
O 3.3710 0.0129 0.3797 -1.499 -0.520 -1.678
H 2.3113 2.3781 0.6548 0.925 -0.417 -0.240
H 0.6170 2.6437 0.6958 -0.981 -0.764 0.311
H -1.8679 -0.3218 -1.1958 1.701 -0.587 0.407
H -0.4943 0.5214 -1.8663 0.427 -1.462 0.877
H -0.2857 -1.3984 -1.4735 -0.993 1.937 -0.215
H -1.6195 -1.0090 1.3298 0.886 0.560 0.992
H -0.3733 -2.0941 0.9966 0.792 0.650 -0.055
H 0.1917 -0.6868 2.0708 -1.555 -0.668 -0.262



Entry 4:
17
Properties=species:S:1:pos:R:3:forces:R:3 method="wB97M-V/def2-TZVPD" largest_force_ev_per_a=3.5 e_lumo_ev=-0.03 e_tot_ha=-815.20726 e_above_lowest_kj_mol=524.5 multiplicity=1 gap_ev=9.06
H 1.2164 1.9189 0.7206 0.121 -0.026 -0.281
N 0.6212 1.1280 0.4706 0.400 1.137 1.034
C 1.2927 0.1363 0.0602 -1.503 0.593 -0.646
C 2.6882 0.2116 -0.4116 -0.308 1.391 -2.606
C 0.5093 -1.0417 -0.3244 1.578 1.170 0.838
N -0.7313 -1.2435 -0.0693 -1.679 0.972 0.980
O -1.3509 -2.1986 -0.4355 -1.498 -1.273 -0.492
O -1.4408 -0.3475 0.8824 3.257 -1.064 0.472
C -2.7397 0.0587 0.6332 0.098 -2.525 -1.600
S -2.6624 1.4319 -0.5521 -0.790 0.107 -0.020
H 3.1490 -0.7103 -0.5132 0.654 -2.074 -0.553
H 3.3976 0.7584 0.1319 0.439 1.217 1.337
H 2.6703 0.7427 -1.4553 -0.024 -1.163 1.695
H 0.9976 -1.8656 -0.7680 0.180 -0.724 -0.597
H -3.0130 0.2318 1.6766 -0.859 0.396 -0.467
H -3.2034 -0.8757 0.1492 -0.370 1.602 0.810
H -1.4007 1.6645 -0.1952 0.304 0.265 0.095



Entry 5:
17
Properties=species:S:1:pos:R:3:forces:R:3 method="wB97M-V/def2-TZVPD" largest_force_ev_per_a=2.8 e_lumo_ev=0.61 e_tot_ha=-815.33173 e_above_lowest_kj_mol=197.7 multiplicity=1 gap_ev=8.98
C -3.0483 0.9103 -0.2006 0.602 -0.043 0.026
C 1.8889 1.0301 0.0363 -0.345 1.706 0.240
C 0.5784 0.4999 0.5942 -1.049 -0.123 -1.809
C -1.2789 -1.2311 -0.4444 1.849 0.785 0.461
N -1.8904 -2.2736 -0.9677 0.643 -0.821 1.072
N 3.0509 0.7312 0.8319 -1.523 0.137 0.782
O -2.5382 1.4688 -1.0537 0.621 1.341 -1.806
O -3.5314 0.3799 0.6847 -1.433 -1.030 1.776
S 0.3817 -1.3126 0.1559 -1.017 0.188 -0.123
H 1.7190 0.7026 -0.9470 1.323 -0.905 -1.993
H 1.9804 2.1138 -0.0794 -1.022 0.197 0.215
H 0.4752 0.6759 1.6125 -0.213 -0.067 2.032
H -0.3432 0.8958 0.0685 1.352 -0.064 0.489
H -2.8519 -1.9867 -0.9762 -0.599 -1.129 -0.622
H -1.6184 -3.2886 -0.8642 -0.469 1.418 -0.296
H 3.0735 -0.2073 1.0445 -0.121 -2.663 0.878
H 3.9528 0.8917 0.5047 1.399 1.072 -1.322



Entry 6:
17
Properties=species:S:1:pos:R:3:forces:R:3 method="wB97M-V/def2-TZVPD" largest_force_ev_per_a=4.0 e_lumo_ev=-1.04 e_tot_ha=-815.14130 e_above_lowest_kj_mol=697.6 multiplicity=1 gap_ev=7.65
C 1.9670 -0.4936 -0.5792 0.751 0.532 1.263
C -1.5879 0.4966 -1.3606 -0.613 3.097 -2.433
C -0.7523 -0.9584 1.8869 -0.610 0.894 2.124
C -1.0225 -0.3847 -0.3588 -0.858 0.790 -1.148
N -1.1495 -0.0882 0.8230 0.148 0.182 2.233
N 2.3649 0.7692 -0.4671 -0.905 -0.566 -0.611
O 1.6875 1.4981 0.5480 0.075 -0.008 -0.613
O 3.0522 1.3406 -1.3147 -0.141 0.381 0.407
S 2.2924 -1.9394 -0.0552 -0.279 0.367 -0.440
H -0.8795 1.2422 -1.9054 -0.631 -1.761 0.606
H -2.4146 1.2270 -1.0910 0.842 -1.302 0.396
H -1.9788 -0.2615 -2.0342 -0.314 0.702 -1.033
H 0.3353 -0.7898 2.0419 -0.673 -0.133 0.437
H -1.3956 -0.5851 2.7784 1.577 -0.780 -1.013
H -0.9477 -2.0308 1.8194 0.018 -0.053 -0.601
H -0.7760 -1.2907 -0.8502 1.035 -1.610 0.410
H 1.2050 2.2483 0.1186 0.577 -0.732 0.014



Entry 7:
20
Properties=species:S:1:pos:R:3:forces:R:3 method="wB97M-V/def2-TZVPD" largest_force_ev_per_a=4.0 e_lumo_ev=-0.38 e_tot_ha=-717.90000 e_above_lowest_kj_mol=176.3 multiplicity=1 gap_ev=10.31
C -1.9486 -0.4201 -0.3393 0.880 0.037 0.443
C -1.7705 1.0689 -0.7466 -0.380 -2.072 1.416
C -0.9476 1.6463 0.3744 2.179 1.761 -2.373
C 0.3175 0.8445 0.6161 0.716 -0.234 2.419
O 0.4690 0.0589 1.5129 -0.807 0.699 -0.501
O 1.3688 1.2253 -0.1928 -1.358 1.245 -0.879
N 2.6048 0.5897 -0.1352 0.037 -0.816 1.300
O 3.1223 0.5880 -1.1854 0.975 0.043 -1.331
O 2.9604 0.1450 0.9113 0.455 0.416 0.195
H -0.9471 -0.8353 -0.4770 -0.198 -0.450 0.405
H -2.2167 -0.4722 0.7731 0.096 -0.268 -1.731
H -2.5599 -1.0257 -1.0089 -0.473 0.303 0.296
H -2.7657 1.4300 -0.7809 -0.701 1.218 -0.270
H -1.2538 1.1266 -1.6695 0.236 0.263 -1.054
H -0.7239 2.7370 0.2912 0.241 -0.756 -0.504
H -1.4207 1.6111 1.2651 -1.845 -0.566 2.888
O 1.2519 -3.6906 -0.2677 -0.393 0.870 -0.092
N 1.3934 -2.5864 0.2030 1.175 1.893 -0.076
O 1.2826 -1.4602 -0.3481 -0.125 -3.999 0.455
H 1.7838 -2.5809 1.2044 -0.711 0.411 -1.008



Entry 8:
16
Properties=species:S:1:pos:R:3:forces:R:3 method="wB97M-V/def2-TZVPD" largest_force_ev_per_a=4.6 e_lumo_ev="-4.77 / -4.77" e_tot_ha=-683.02197 e_above_lowest_kj_mol=70.5 multiplicity=1 gap_ev="8.92 / 8.92" total_charge=+1
C -2.4906 -1.8018 0.9349 -1.965 1.278 1.497
P -1.5147 -0.6180 -0.0048 1.053 1.177 0.095
C -0.6882 0.5123 1.0095 -2.844 -3.604 0.452
C 0.1661 1.4923 0.4881 1.693 -0.013 -0.653
O 0.4492 2.5382 0.9443 0.580 0.816 -0.053
N 0.8717 0.9460 -0.7715 -0.908 2.081 2.094
C 2.0791 1.0967 -1.1562 2.765 -0.933 -0.180
N 2.5397 0.6149 -2.2725 1.585 -0.666 -2.483
H -2.2884 -1.8047 1.9993 0.012 0.460 0.358
H -2.3126 -2.8067 0.6871 0.459 -1.290 -1.122
H -3.6268 -1.6526 0.8201 1.700 0.052 -0.077
H -0.8012 0.4704 2.0993 -0.049 0.399 -0.393
H 0.1834 0.6928 -1.4138 -1.092 -1.015 -1.575
H 2.9828 1.3650 -0.6123 -1.075 0.889 1.288
H 1.9663 0.1789 -2.9842 -0.128 0.091 0.113
H 3.5685 0.5994 -2.5057 -1.785 0.277 0.637